*P*
Here is a cluster of 2 separate species, C4H13NOS in total from OMol25. Energies are from the ωB97M-V functional and the def2-TZVPD basis.

Summary:
Highest occupied orbital energy = -0.313 Ha
SMILES = CN[C@@H](C)CS.O
Gap between HOMO and LUMO = 9.42 eV

Last column: Mulliken charge in e.
Element x y z (Å)
C 1.218 -0.022 0.429  -0.96
N 0.018 0.742 0.205  -0.42
C -1.093 0.583 1.155  0.53
C -2.082 1.679 0.795  -1.53
C -1.639 -0.845 0.959  -0.77
S -3.212 -1.137 1.726  -0.24
H 2.048 0.286 -0.199  0.39
H 1.123 -1.072 0.128  0.25
H 1.505 -0.127 1.482  0.30
H 0.247 1.690 -0.045  0.24
H -0.652 0.801 2.137  0.21
H -2.950 1.830 1.446  0.40
H -2.475 1.698 -0.223  0.33
H -1.549 2.638 0.956  0.39
H -0.896 -1.490 1.489  0.31
H -1.506 -1.104 -0.093  0.44
H -3.647 -2.098 0.865  0.13
O 5.089 -0.991 -4.346  -0.64
H 4.529 -1.665 -4.745  0.32
H 5.923 -1.399 -4.122  0.32

---

*Q*
Here is a cluster of 2 separate species, C4H13NOS in total from OMol25. Energies are from the ωB97M-V functional and the def2-TZVPD basis.

Summary:
Highest occupied orbital energy = -0.308 Ha
SMILES = CSCCCN.O
Gap between HOMO and LUMO = 9.10 eV

Last column: Mulliken charge in e.
Element x y z (Å)
C 0.368 -1.913 0.943  -0.66
S -1.122 -1.054 1.592  -0.07
C -0.889 0.725 1.507  -0.71
C -0.960 1.461 0.157  -0.50
C 0.179 1.178 -0.796  -0.21
N 1.531 1.465 -0.243  -0.57
H 1.144 -1.945 1.714  0.30
H 0.825 -1.566 0.031  0.11
H -0.031 -2.924 0.900  0.27
H 0.027 1.097 1.967  0.36
H -1.690 1.065 2.168  0.31
H -1.074 2.507 0.468  0.30
H -1.902 1.242 -0.363  0.31
H 0.135 0.134 -1.080  -0.10
H 0.105 1.746 -1.722  0.33
H 1.475 2.347 0.256  0.25
H 1.860 0.720 0.354  0.29
O -0.247 -1.933 -2.418  -0.61
H -0.424 -2.593 -3.062  0.29
H 0.689 -1.761 -2.373  0.30

---

Most stable of them? *Q*.

---

*P*
Here is a cluster of 2 separate species, C4H13NOS in total from OMol25. Energies are from the ωB97M-V functional and the def2-TZVPD basis.

Summary:
Highest occupied orbital energy = -0.327 Ha
SMILES = CNCCCS.O
Gap between HOMO and LUMO = 9.76 eV

Last column: Mulliken charge in e.
Element x y z (Å)
C 1.399 1.587 1.683  -0.95
N 1.016 0.865 0.498  -0.19
C -0.263 1.171 -0.108  -0.65
C -1.072 -0.106 -0.303  -0.76
C -0.543 -0.966 -1.449  -0.67
S -1.311 -0.720 -3.098  -0.24
H 1.808 2.607 1.580  0.29
H 2.100 1.089 2.344  0.31
H 0.485 1.725 2.271  0.32
H 1.756 0.733 -0.173  0.23
H -0.089 1.675 -1.066  0.31
H -0.891 1.903 0.403  0.46
H -2.108 0.099 -0.549  0.43
H -1.037 -0.634 0.612  0.27
H -0.657 -2.034 -1.267  0.39
H 0.520 -0.806 -1.643  0.32
H -2.179 0.242 -2.749  0.11
O 0.372 -3.144 0.788  -0.66
H 0.255 -3.042 1.739  0.32
H 0.438 -2.242 0.488  0.34

---

*Q*
Here is a cluster of 2 separate species, C4H13NOS in total from OMol25. Energies are from the ωB97M-V functional and the def2-TZVPD basis.

Summary:
Highest occupied orbital energy = -0.313 Ha
SMILES = CSCCCN.O
Gap between HOMO and LUMO = 9.38 eV

Last column: Mulliken charge in e.
Element x y z (Å)
C -0.936 -2.415 -2.275  -0.80
S -1.174 -2.490 -0.514  -0.12
C -0.847 -0.674 -0.046  -0.85
C 0.596 -0.300 0.510  -0.16
C 0.622 0.295 1.875  -0.61
N 0.103 1.638 1.942  -0.57
H 0.041 -2.722 -2.391  0.29
H -1.677 -2.939 -2.973  0.31
H -0.866 -1.389 -2.806  0.25
H -1.110 -0.071 -0.928  0.35
H -1.524 -0.560 0.790  0.41
H 1.043 -1.336 0.639  0.36
H 0.967 0.423 -0.249  0.07
H 1.620 0.342 2.456  0.32
H 0.060 -0.529 2.498  0.27
H -0.836 1.815 1.619  0.23
H 0.044 1.785 3.044  0.26
O 0.934 3.208 -1.136  -0.68
H 1.287 3.129 -0.241  0.33
H 1.653 2.791 -1.816  0.33

---

Most stable of them? *P*.